C50H46BF4MoN3P2SSiTe as an isolated structure, computed with ωB97M-V/def2-TZVPD.

The geometry in XYZ format:
```
110
Properties=species:S:1:pos:R:3:forces:R:3:lowdin_charge:R:1
C -0.36538 -0.00274 4.24236 0.543 0.134 -0.355 -0.665
C -0.40538 -3.29744 -3.59424 -0.154 -0.080 0.096 -0.076
H -1.23208 -5.07844 -0.78964 0.223 -0.122 -0.084 0.032
C -5.06878 2.25656 -0.69034 0.199 0.356 -0.089 -0.303
C -0.12478 -3.01364 -4.91864 -0.014 -0.081 0.084 -0.042
C 2.18312 -3.12884 5.07626 0.054 0.055 -0.044 -0.052
H 3.77192 -0.76254 3.25506 -0.012 0.040 0.030 0.107
C 3.72922 1.52776 -2.56684 -0.051 0.101 -0.168 -0.075
H -2.31768 -1.26974 5.66406 0.014 0.008 0.041 0.089
H 0.61062 0.27486 -4.62394 0.003 0.016 -0.089 0.117
H -0.21798 -3.78684 -5.66484 0.018 -0.091 -0.082 0.117
H -4.43158 2.54186 -4.69664 -0.101 0.041 -0.110 0.119
C -2.69288 0.56356 -2.59474 0.150 0.055 -0.041 -0.116
C 5.43192 0.52556 -0.27634 0.154 0.009 0.159 -0.072
C -3.76148 1.05326 -3.31984 -0.009 -0.125 -0.104 -0.055
C -2.34308 2.73856 -4.27784 -0.066 -0.005 -0.078 -0.044
C -1.65018 -4.13314 -0.46414 0.319 0.763 0.052 -0.181
H 2.59742 -0.28984 -2.73974 0.058 -0.015 -0.062 0.112
C 3.08822 -2.13514 4.74776 0.074 -0.010 0.127 -0.060
H 1.48592 0.52156 3.39846 -0.413 -0.081 0.294 0.101
H 0.91112 -5.27204 -1.56104 -0.098 -0.154 -0.059 0.098
H 4.61512 3.44786 -2.24664 0.084 0.068 -0.027 0.119
H -2.57058 4.18726 -0.00954 0.035 -0.184 0.110 0.082
C -0.31338 -2.31174 -2.61604 -0.146 0.535 0.610 -0.278
H 4.26472 -1.16244 -0.84264 -0.004 -0.039 -0.031 0.106
Te -2.61248 1.67696 0.88846 -0.986 0.218 -0.322 1.633
C 3.89102 -4.52334 -0.17304 0.024 0.110 0.096 -0.038
C 3.44822 1.07886 1.55306 -0.078 0.033 0.023 -0.108
S -1.21218 -0.80084 3.00156 -0.629 -0.293 -0.872 0.697
F -0.62928 2.34786 2.82306 0.076 0.167 0.542 0.044
C -5.90878 4.26366 -2.41444 0.103 0.085 0.017 -0.062
H 6.21192 0.29546 -0.98914 0.017 0.001 -0.025 0.120
C -2.78618 3.26566 -0.55344 0.409 0.136 -0.062 -0.319
H -2.13588 -0.18214 7.05526 0.077 -0.015 -0.014 0.106
C 1.20922 -3.50564 4.16236 -0.039 -0.046 -0.083 -0.054
C -2.12688 -0.24314 5.97076 -0.771 -0.219 0.084 -0.008
C -4.18408 3.25456 -1.08024 -0.266 -0.139 0.183 -0.290
H -2.91828 0.39446 5.57866 0.029 0.012 -0.042 0.108
H 3.14882 -6.21114 -1.26284 0.012 -0.071 -0.039 0.118
C 3.59682 -3.27114 0.33246 0.085 -0.097 -0.049 -0.080
H 4.56622 2.81876 2.05256 0.035 0.046 0.019 0.122
C -6.37678 2.27616 -1.16094 -0.003 0.030 -0.011 -0.034
H -0.29308 2.71166 -3.65834 0.076 0.057 -0.038 0.109
H 0.52902 -4.30864 4.39976 -0.103 -0.070 0.016 0.115
P -0.08458 0.33566 -1.81514 0.092 0.071 -1.410 0.999
H -3.92748 5.04136 -2.22924 0.118 0.115 -0.068 0.126
C 0.05632 -1.02624 -3.00884 0.076 -0.263 0.258 -0.377
N -3.40308 -1.74804 0.45776 1.465 0.569 -0.117 0.207
C -1.44168 1.17226 -2.69764 -0.137 0.086 0.238 -0.371
H 4.34172 -2.73694 0.90706 0.029 0.009 -0.007 0.116
C 0.26872 -1.73534 -5.28964 -0.040 0.150 0.033 -0.038
C 2.33302 -2.72094 0.12296 -0.137 0.031 -0.300 -0.382
H 0.47312 3.12866 -1.26914 -0.008 0.066 0.085 0.098
H 2.11952 1.51736 5.62716 0.117 0.113 0.075 0.136
C 3.71372 2.85836 -2.17924 -0.032 -0.077 -0.064 -0.048
H 0.37172 -3.15904 2.21676 0.039 -0.057 0.160 0.078
H 4.87062 -4.94994 -0.01964 0.072 -0.035 0.024 0.119
H -2.56638 -3.98014 -1.02354 -0.185 0.079 -0.142 0.031
H 6.37112 2.32606 0.42286 0.090 0.016 -0.024 0.119
H -0.71598 -4.29024 -3.30774 -0.025 -0.223 -0.078 0.104
H 0.48912 -1.51284 -6.32154 0.031 0.013 -0.116 0.118
H -4.08008 -2.48004 0.49396 -0.237 -0.218 -0.034 0.132
H -5.23898 1.09906 1.10056 0.173 -0.064 0.072 0.071
C 1.12382 -2.86284 2.94226 0.103 0.018 -0.034 -0.156
H -6.23268 5.05586 -3.06894 -0.072 0.104 -0.109 0.113
F -0.40738 3.40836 0.86396 0.069 0.715 -0.549 0.100
B 0.27552 2.73946 1.84546 -1.087 -0.278 0.360 -1.399
C 0.10192 0.83296 6.22376 0.702 0.368 0.189 -0.008
H 2.69722 1.34446 2.27776 -0.043 0.022 -0.029 0.072
F 1.36442 3.32506 2.33796 0.974 0.428 0.204 0.241
P 1.87922 -1.15974 0.92366 0.767 -1.017 0.197 1.059
C 1.33542 -3.44344 -0.52554 -0.244 0.657 0.411 -0.283
C -4.60998 4.25666 -1.94284 -0.088 0.015 0.099 -0.039
Si -0.40838 -2.70424 -0.75574 0.372 -0.982 -0.877 0.664
C -4.59908 1.15956 0.21846 -0.092 -0.278 0.047 -0.361
H -2.20608 3.57706 -4.94324 0.017 0.093 -0.049 0.119
N 0.87522 0.51546 4.20706 -0.522 -0.090 0.130 0.102
H -4.73198 0.58826 -3.24054 -0.099 -0.052 0.007 0.120
C -6.79648 3.27476 -2.02024 0.002 -0.049 0.045 -0.057
C -2.31488 -1.30574 0.35466 -2.057 -1.283 0.003 -0.530
H 3.85212 -1.85374 5.45476 0.151 0.014 0.056 0.114
Mo -0.57458 -0.36874 0.51006 1.087 1.896 1.654 0.731
H -2.04188 3.17126 -1.34594 -0.089 -0.077 0.201 0.046
C 4.52382 1.93686 1.42996 0.019 -0.002 0.043 -0.039
C 3.32702 -0.05614 0.74976 -0.247 0.185 -0.107 -0.327
H -7.07538 1.51896 -0.84274 -0.113 -0.161 0.058 0.120
C 2.58582 0.75676 -2.46264 -0.256 0.056 -0.116 -0.095
C 1.38952 2.67946 -1.62394 -0.087 -0.068 -0.018 -0.092
N -0.84478 0.18246 5.48416 0.623 0.004 -0.632 -0.101
C 1.65462 -4.70194 -1.02674 -0.064 -0.116 -0.020 -0.075
C 2.54582 3.43316 -1.70144 -0.034 0.028 -0.021 -0.037
H -0.06568 1.08746 7.25076 0.002 0.045 0.143 0.138
C -1.26448 2.25056 -3.55814 0.174 -0.130 0.237 -0.083
C 1.17872 1.04766 5.42776 -0.155 0.047 0.429 -0.018
H 4.63622 1.08366 -2.94694 0.079 -0.015 -0.031 0.117
H -2.80968 -0.31534 -1.96674 -0.086 0.080 -0.067 0.080
C 5.52652 1.65986 0.51516 0.022 -0.174 0.000 -0.049
H -4.64858 0.19536 -0.28874 0.183 -0.002 0.052 0.040
C 2.92042 -5.23434 -0.86364 -0.080 -0.025 -0.082 -0.041
C 1.40502 1.34006 -2.01054 -0.093 -0.061 0.237 -0.353
H 2.53402 4.46826 -1.39664 -0.010 0.095 0.025 0.121
C 2.02292 -1.84694 2.61706 -0.062 0.188 0.160 -0.381
C 0.34022 -0.73384 -4.33964 0.122 -0.033 -0.023 -0.069
H -1.90358 -4.23994 0.58626 -0.006 -0.044 0.224 0.031
C 3.02742 -1.50374 3.51506 -0.019 -0.039 -0.177 -0.092
H -7.81928 3.30016 -2.35994 -0.115 -0.038 -0.069 0.113
F 0.66962 1.46196 1.19596 -0.040 -1.361 -0.555 -0.103
H 2.25692 -3.62874 6.02936 -0.025 -0.043 0.104 0.115
C 4.33292 -0.31244 -0.18084 -0.039 -0.093 0.115 -0.107
C -3.58908 2.14936 -4.15184 0.024 -0.071 -0.055 -0.054
```
Forces are in eV/Å.

multiplicity = 3
total charge = +2
largest force on an atom = 2.74 eV/Å
HOMO level (alpha / beta) = -0.4785 / -0.4797 Eh
energy above the lowest of the compared OMol25 structures with the same formula, charge and spin = 22.3 kcal per mole
gap between HOMO and LUMO (alpha / beta) = 6.897 / 5.811 eV

=====

C50H48NP2PdSTe as an isolated structure, computed with ωB97M-V/def2-TZVPD.

The geometry in XYZ format:
```
104
Properties=species:S:1:pos:R:3:forces:R:3:lowdin_charge:R:1
C -3.19468 0.85813 3.66112 -0.986 -0.104 -0.043 -0.340
C -2.69835 0.24640 1.01429 0.269 0.053 -1.226 -0.441
H 0.83668 1.18163 4.08651 -0.117 0.623 0.111 0.090
H -0.02080 -0.69617 -2.99617 0.245 0.525 0.655 0.067
H 4.55953 2.53026 2.45535 -0.230 -0.830 0.175 0.116
C -0.37513 -3.93644 2.12624 0.019 -0.906 1.735 -0.089
H -2.00256 -1.35330 4.96308 0.392 0.095 0.112 0.055
H 0.93558 -3.44261 6.01558 -1.322 0.518 0.212 0.063
H -5.57871 -1.39218 4.77271 0.615 0.625 -0.216 0.108
C -0.18829 0.83104 4.21855 -0.716 0.398 0.659 -0.311
C 5.48621 -0.67972 -4.95915 -1.290 0.755 -0.704 -0.046
H 5.71897 0.74266 3.78817 -0.187 0.072 0.116 0.104
C -4.42405 1.69179 5.66199 -0.862 -2.724 -1.457 -0.091
C -0.14245 -4.46970 0.87386 -0.118 0.437 0.067 -0.113
H -0.00984 -2.23895 3.48970 -0.424 -0.338 -1.032 0.071
H -3.12321 2.02976 -3.12648 0.989 -0.032 -0.194 0.081
H -0.27140 -5.53074 0.68885 -0.192 0.182 -0.097 0.096
H 4.48586 -1.26450 4.47784 -0.661 0.647 -1.298 0.126
H 2.51493 2.01276 1.30343 0.041 -0.842 0.930 0.100
H -3.99650 0.68067 -2.18714 0.396 -0.318 0.813 0.090
C -2.34672 2.80543 -3.10935 -1.089 0.803 -0.235 -0.060
S -1.07371 -2.22690 6.99023 -0.008 0.112 0.128 0.781
C -3.66452 -1.20484 -1.17385 0.518 -0.419 0.230 -0.077
C 4.03855 -0.56170 3.70709 0.161 -1.638 1.628 -0.099
H 3.49713 1.51619 -6.52899 0.146 -0.114 -0.023 0.106
C -0.65541 1.38884 -5.60025 -0.429 0.423 0.347 -0.084
H 4.85691 -2.61447 -2.72878 0.988 2.199 0.512 0.103
H -3.15619 1.98002 -0.14528 0.100 -0.380 -0.209 0.095
C -3.15923 0.88239 -0.14562 -0.224 0.707 -0.155 -0.134
H -4.03384 -1.80561 -1.99479 0.006 0.058 -0.122 0.091
H -0.15047 5.88784 -2.85342 0.822 1.557 0.096 0.069
H 0.91499 -1.62853 -0.62891 0.021 0.528 -0.395 0.053
C 2.17999 0.10359 2.27122 0.294 0.224 1.590 -0.366
C -3.43608 1.80170 4.65106 0.080 1.766 1.799 -0.164
C -0.38121 1.35772 -2.36561 -0.232 -0.683 -0.264 -0.182
C -0.72290 1.23032 -6.93210 0.146 2.395 -5.357 -0.115
N -0.66805 0.27528 2.94977 0.037 0.934 -1.190 -0.427
H -0.46224 -3.41053 4.98650 -0.712 -0.194 -1.017 -0.027
C -4.95451 -0.47198 4.74417 -1.801 -0.271 1.243 -0.119
C -0.20654 -3.48047 6.00772 2.200 0.145 0.940 -0.426
H 2.24713 -1.65944 3.43287 -0.161 -0.492 0.263 0.083
C 5.00700 0.07723 -6.01934 -1.608 0.513 3.580 -0.076
H 2.69118 1.22080 -1.66828 1.112 -2.030 -1.084 0.079
H -2.76525 6.15532 -3.58539 1.037 0.030 0.495 0.097
C -0.08443 -0.26582 5.25591 0.253 -1.332 1.056 -0.261
H -2.86758 -2.97215 0.01060 -1.052 1.210 -0.470 0.118
H 6.33051 -1.23168 -5.24351 1.246 -1.120 0.626 0.090
Pd 0.15352 0.94561 -0.22867 -0.836 0.915 -1.800 0.326
H 0.35157 -1.91217 -7.09510 0.169 -1.257 -1.097 0.079
H -0.93414 2.21897 -7.72162 0.322 -2.823 2.686 0.164
C 5.30451 -1.51757 -2.55379 -1.768 -2.798 -2.374 -0.579
C 2.77495 -0.76133 3.19121 -0.474 -0.735 -0.422 -0.095
H 6.34909 -1.61541 -2.49749 1.410 -0.148 -0.225 0.008
H 2.35505 1.46336 -4.42146 -0.423 0.715 0.026 0.103
C -2.88341 4.09509 -3.33133 -0.031 -0.593 0.039 -0.120
C -3.14963 -1.87655 -0.03783 0.927 -0.831 -0.681 -0.085
C 0.54998 -2.27578 0.13401 -0.102 -0.571 0.900 -0.122
C -0.31657 0.35361 -4.76917 0.074 -1.548 1.266 -0.206
C -5.25492 0.51379 5.70892 1.892 1.536 0.403 -0.077
C 3.90519 0.87803 -5.74533 -0.156 0.793 -2.077 -0.092
C 0.00811 -2.62397 2.44901 -0.874 -1.725 1.487 -0.144
C 0.02737 -0.85355 -5.40526 -0.275 1.486 0.237 -0.053
C -0.36485 0.04889 -7.60584 -1.081 1.020 1.252 -0.116
C 4.82626 -0.66204 -3.73250 0.666 -0.664 1.056 -0.289
C 3.26995 0.93345 -4.54524 -0.495 -0.976 0.835 -0.045
H -0.39687 -4.46173 6.42350 -0.541 -0.149 -0.052 0.020
P -1.96872 1.33612 2.27841 -0.214 -1.398 1.197 1.032
H 0.71543 -4.05960 -1.20035 -1.425 1.285 3.064 0.164
H 5.55231 0.17433 -6.87053 1.218 0.033 -2.563 0.064
H 0.66121 3.65722 -2.19588 0.408 0.895 -0.281 0.096
H -2.10712 -0.16039 6.23392 0.927 -0.722 -0.165 0.084
H -4.08012 -1.05002 2.94421 0.534 0.335 0.305 0.095
C -0.03145 -0.98917 -6.77997 0.737 -0.254 0.884 -0.114
H -0.79737 -4.59141 2.92659 0.489 0.504 -0.662 0.108
C -1.40034 -0.90938 5.77078 -0.273 0.177 -0.662 -0.511
C -0.25422 0.34657 -3.25912 0.090 0.171 -0.948 -0.138
H -5.97191 0.42235 6.56997 0.607 -0.207 -1.301 0.106
C 4.70845 0.58565 3.41874 1.067 1.011 0.340 -0.119
C -0.82646 5.10360 -2.97104 -0.191 -0.676 0.608 -0.101
H -0.95899 2.31500 -5.23509 -0.229 1.373 0.802 0.079
H -0.51260 -0.02309 -8.65648 0.283 -0.174 -0.665 0.079
H 2.23326 -0.44032 -2.07952 -0.937 -0.710 0.277 -0.016
C -3.60273 0.18676 -1.28186 -0.746 -0.724 0.912 -0.086
H -4.60421 2.49199 6.33261 0.052 0.616 0.599 0.073
C 3.70304 0.12996 -3.50296 0.496 0.658 1.097 -0.256
H -2.07728 -1.68149 1.86020 -1.195 0.929 -1.510 0.111
H 0.42137 -1.62648 -4.78432 0.045 -0.699 0.179 0.095
C 3.08782 0.18297 -2.07651 0.630 1.773 -0.177 -0.412
C -0.30023 3.85511 -2.65762 -0.029 -0.973 -0.149 -0.062
C -0.98281 2.63246 -2.80746 -0.971 0.706 0.792 -0.297
C 0.37125 -1.82581 1.44093 0.757 2.924 -1.433 -0.365
C -4.03457 -0.29560 3.73668 0.413 0.562 -0.857 -0.104
C 4.08144 1.55235 2.66916 1.038 0.918 -0.775 -0.106
H 0.37350 0.13165 6.17616 0.242 0.011 -0.334 0.105
H -2.83325 2.75471 4.80500 -0.558 -1.266 -0.931 0.111
P 0.49254 0.02468 1.60130 0.076 -1.191 0.905 0.791
C 0.32745 -3.59594 -0.10103 1.750 -2.573 -3.939 -0.111
H -3.91364 4.23796 -3.60490 -0.517 -0.572 0.043 0.084
C -2.17945 5.28080 -3.26317 0.185 -0.958 -0.790 -0.116
H 0.62180 -1.10232 4.88039 -1.075 1.401 0.594 0.092
C 2.89111 1.26033 2.05311 -0.701 2.139 -1.745 -0.161
Te 4.64190 -0.69414 -0.81817 -1.325 1.123 1.289 1.187
H -0.88688 1.69143 4.62206 1.505 -1.538 -0.887 0.117
C -2.62107 -1.14889 0.99771 0.720 -0.324 2.097 -0.158
```
Forces are in eV/Å.

multiplicity = 1
total charge = -1
largest force on an atom = 5.87 eV/Å
HOMO level = -0.1446 Eh
gap between HOMO and LUMO = 6.044 eV

=====

Among the records above, which one has the lowest total charge? C50H48NP2PdSTe